(1)
This record from the OMol25 dataset describes a 2-piece molecular cluster, Cl2H3PSi overall at a distorted geometry. The level of theory is the ωB97M-V functional and the def2-TZVPD basis.

Last columns: bonded neighbours and bond lengths (Å).
Geometry (Å):
1 Si 1.3282 0.0265 -0.1918  Cl3 1.954, Cl4 1.952, H5 1.588
2 P -2.1433 0.0186 -0.3224  H6 1.373, H7 1.309
3 Cl 1.9298 -0.5418 -1.9614  Si1 1.954
4 Cl 2.0640 -1.1038 1.2190  Si1 1.952
5 H 1.3485 1.6145 -0.2097  Si1 1.588
6 H -2.1044 0.7917 0.8116  P2 1.373
7 H -2.4228 -0.8058 0.6546  P2 1.309

**Calculated total energy**: -42258.9112 eV
**Orbital gap (spin up / spin down)**: 7.52 / 6.72 eV
**Net charge**: 0
**LUMO (spin up / spin down)**: -0.800 / -1.007 eV
**HOMO (spin up / spin down)**: -8.3 / -7.7 eV
**Strongest force on any atom**: 4.64 eV Å⁻¹

***

(2)
This record from the OMol25 dataset describes a 2-piece molecular cluster, Cl2H3PSi overall at a distorted geometry. The level of theory is the ωB97M-V functional and the def2-TZVPD basis.

Last columns: bonded neighbours and bond lengths (Å).
Geometry (Å):
1 H -0.7869 0.8549 -0.4943  P2 1.279
2 P 0.0513 0.1018 0.1105  H1 1.279, Si3 2.097
3 Si 0.3248 -1.3867 -1.3409  P2 2.097, Cl4 2.011, H5 1.551
4 Cl 1.5572 -2.8309 -0.6776  Si3 2.011
5 H -0.1255 -1.7739 -2.7739  Si3 1.551
6 Cl -0.3796 1.8859 2.7383  H7 1.324
7 H -0.6413 3.1489 2.4378  Cl6 1.324

**Calculated total energy**: -42259.3372 eV
**Orbital gap**: 8.23 eV
**Net charge**: 0
**LUMO**: -0.287 eV
**HOMO**: -8.5 eV
**Strongest force on any atom**: 4.40 eV Å⁻¹

***

(3)
This record from the OMol25 dataset describes a 2-piece molecular cluster, Cl2HISi overall at a distorted geometry. The level of theory is the ωB97M-V functional and the def2-TZVPD basis.

Last columns: bonded neighbours and bond lengths (Å).
Geometry (Å):
1 Si -1.2369 -0.4194 2.4497  Cl2 1.988, I4 2.451
2 Cl 0.5261 0.2052 1.7759  Si1 1.988
3 Cl 1.3609 0.7273 -1.8535  H5 1.377
4 I -2.1756 -1.8570 0.7011  Si1 2.451
5 H 1.5255 1.3439 -3.0732  Cl3 1.377

**Calculated total energy**: -41040.5860 eV
**Orbital gap**: 8.10 eV
**Net charge**: 0
**LUMO**: -0.912 eV
**HOMO**: -9.0 eV
**Strongest force on any atom**: 2.42 eV Å⁻¹

***

(4)
This record from the OMol25 dataset describes a 2-piece molecular cluster, Cl2O2S overall at a distorted geometry. The level of theory is the ωB97M-V functional and the def2-TZVPD basis.

Last columns: bonded neighbours and bond lengths (Å).
Geometry (Å):
1 O 1.0845 0.0039 0.8822  Cl4 1.332
2 O -1.2740 0.3674 -2.7140  S3 1.484
3 S -1.2689 0.2661 -1.2336  O2 1.484, Cl5 2.119
4 Cl 1.9812 -0.9641 1.0673  O1 1.332
5 Cl -0.1497 1.9205 -0.5255  S3 2.119

**Calculated total energy**: -39969.1604 eV
**Orbital gap (spin up / spin down)**: 8.31 / 7.48 eV
**Net charge**: 0
**LUMO (spin up / spin down)**: -1.587 / -1.825 eV
**HOMO (spin up / spin down)**: -9.9 / -9.3 eV
**Strongest force on any atom**: 15.96 eV Å⁻¹

***

(5)
This record from the OMol25 dataset describes one molecule with the formula Cl2O2S2 at a distorted geometry. The level of theory is the ωB97M-V functional and the def2-TZVPD basis.

Last columns: bonded neighbours and bond lengths (Å).
Geometry (Å):
1 O 0.3835 0.5488 1.0486  S3 1.731, S4 1.615
2 O -0.8348 -1.4425 0.1110  S3 1.378
3 S -1.1212 -0.2418 0.7235  O1 1.731, O2 1.378, Cl5 2.048
4 S 1.3614 1.1154 -0.1054  O1 1.615, Cl6 1.960
5 Cl -1.6741 1.0898 -0.7312  S3 2.048
6 Cl 2.7535 -0.1885 -0.5567  S4 1.960

**Calculated total energy**: -50808.8095 eV
**Orbital gap**: 8.89 eV
**Net charge**: 0
**LUMO**: -0.236 eV
**HOMO**: -9.1 eV
**Strongest force on any atom**: 4.45 eV Å⁻¹

***

(6)
This record from the OMol25 dataset describes a 2-piece molecular cluster, Cl2O3S2 overall at a distorted geometry. The level of theory is the ωB97M-V functional and the def2-TZVPD basis.

Last columns: bonded neighbours and bond lengths (Å).
Geometry (Å):
1 O 1.1649 0.7668 0.8216  S4 1.422
2 O 0.5831 2.4576 -0.7748  S4 1.475
3 O -2.7518 -3.8828 -0.0135  S5 1.410
4 S 1.3183 2.1343 0.4627  O1 1.422, O2 1.475, Cl6 2.341
5 S -2.8278 -2.5110 -0.3307  O3 1.410, Cl7 2.005
6 Cl 3.4870 2.8252 -0.0854  S4 2.341
7 Cl -0.9737 -1.7901 -0.0799  S5 2.005

**Calculated total energy**: -52854.6322 eV
**Orbital gap (spin up / spin down)**: 10.22 / 4.49 eV
**Net charge**: 0
**LUMO (spin up / spin down)**: -1.261 / -4.543 eV
**HOMO (spin up / spin down)**: -11.5 / -9.0 eV
**Strongest force on any atom**: 3.88 eV Å⁻¹

***

(7)
This record from the OMol25 dataset describes an isolated ion of composition Cl3H2NP and charge +1 at a distorted geometry. The level of theory is the ωB97M-V functional and the def2-TZVPD basis.

Last columns: bonded neighbours and bond lengths (Å).
Geometry (Å):
1 N 0.9736 -0.5635 -0.4546  P2 1.846, H6 1.014, H7 1.043
2 P -0.4481 0.2825 0.3648  N1 1.846, Cl3 2.071, Cl4 1.886, Cl5 1.899
3 Cl -1.9802 0.7297 -0.9554  P2 2.071
4 Cl -1.2177 -1.0325 1.4757  P2 1.886
5 Cl 0.4567 1.5500 1.4521  P2 1.899
6 H 0.4706 -1.0597 -1.1815  N1 1.014
7 H 1.7451 0.0935 -0.7010  N1 1.043

**Calculated total energy**: -48372.4549 eV
**Orbital gap**: 10.44 eV
**Net charge**: +1
**LUMO**: -5.775 eV
**HOMO**: -16.2 eV
**Strongest force on any atom**: 5.08 eV Å⁻¹

***

(8)
This record from the OMol25 dataset describes a 2-piece molecular cluster, Cl3H3OSi2 overall at a distorted geometry. The level of theory is the ωB97M-V functional and the def2-TZVPD basis.

Last columns: bonded neighbours and bond lengths (Å).
Geometry (Å):
1 Cl 2.8925 0.3459 -2.2434  Si2 2.009
2 Si 2.0397 -0.0859 -0.4763  Cl1 2.009, Cl3 2.017, Cl4 1.919, H5 1.493
3 Cl 1.7964 1.6784 0.4709  Si2 2.017
4 Cl 3.1165 -1.3463 0.4895  Si2 1.919
5 H 1.0366 -1.0538 -1.0112  Si2 1.493
6 O -1.2291 0.2856 0.7675  Si7 1.516
7 Si -2.7178 0.0376 0.6272  O6 1.516, H8 1.433, H9 1.415
8 H -3.5098 0.9811 -0.1051  Si7 1.433
9 H -3.4250 -0.8425 1.4809  Si7 1.415

**Calculated total energy**: -55421.4968 eV
**Orbital gap**: 10.01 eV
**Net charge**: 0
**LUMO**: -0.785 eV
**HOMO**: -10.8 eV
**Strongest force on any atom**: 3.32 eV Å⁻¹